# 1
ORCA calculation (the ωB97M-V functional and the def2-TZVPD basis) on 2 unconnected molecules or ions with the total composition C20H35BNO5 in a non-equilibrium geometry.

As for the strongest force on any atom: 1.1 eV/Å. Its total energy is -33708.1893 eV. Its net charge is +1. For the LUMO energy, the calculation gives -3.194 eV. The frontier orbital gap is 8.5 eV. As for the spin multiplicity: 1. The HOMO energy is -0.432 Eh.

Last column: Löwdin charge in e.
Atoms and positions in Å:
C  2.117  -4.500  0.772  -0.09
C  1.411  -4.476  -0.586  -0.24
C  0.402  -3.333  -0.692  -0.15
C  -0.893  -3.646  0.007  -0.12
C  -1.582  -4.780  -0.155  0.08
C  -2.822  -5.055  0.595  -0.28
O  -3.174  -6.196  0.824  0.15
C  -3.577  -3.864  1.065  -0.18
O  -4.885  -3.972  1.371  0.20
B  -5.676  -4.736  0.484  -0.78
O  -5.973  -4.284  -0.763  0.23
O  -6.187  -5.924  0.919  0.21
C  -2.908  -2.717  1.216  0.11
C  -1.462  -2.648  0.958  -0.31
O  -0.761  -1.819  1.527  0.08
H  3.109  -4.919  0.665  0.07
H  2.203  -3.505  1.192  0.07
H  1.596  -5.148  1.465  0.07
H  0.944  -5.444  -0.723  0.09
H  2.150  -4.379  -1.374  0.10
H  0.829  -2.501  -0.140  0.09
H  0.195  -3.065  -1.721  0.12
H  -1.208  -5.522  -0.838  0.13
H  -6.008  -5.039  -1.353  0.12
H  -5.527  -6.336  1.487  0.11
H  -3.401  -1.822  1.547  0.14
C  1.015  0.659  -2.684  -0.09
C  0.737  1.050  -1.229  -0.25
C  -0.239  2.225  -1.100  -0.15
C  0.262  3.656  -0.899  -0.08
N  1.307  3.982  0.145  -0.20
C  2.712  3.739  -0.349  -0.09
C  2.975  4.844  -1.357  -0.14
C  2.241  6.068  -0.796  -0.13
C  1.302  5.514  0.277  -0.09
C  1.044  3.482  1.556  -0.10
C  1.143  1.999  1.912  -0.20
C  -0.158  1.221  2.092  -0.09
H  1.374  1.509  -3.268  0.07
H  1.771  -0.125  -2.724  0.08
H  0.111  0.272  -3.154  0.08
H  1.686  1.236  -0.737  0.07
H  0.314  0.181  -0.720  0.10
H  -0.973  2.032  -0.318  0.10
H  -0.850  2.264  -2.006  0.13
H  -0.597  4.269  -0.634  0.13
H  0.646  4.039  -1.842  0.13
H  3.368  3.814  0.517  0.15
H  2.803  2.758  -0.801  0.12
H  2.571  4.580  -2.334  0.11
H  4.038  5.016  -1.507  0.13
H  1.701  6.608  -1.571  0.12
H  2.935  6.775  -0.348  0.12
H  0.278  5.866  0.214  0.13
H  1.696  5.746  1.261  0.13
H  0.079  3.899  1.845  0.14
H  1.810  3.989  2.140  0.12
H  1.603  1.996  2.904  0.12
H  1.860  1.462  1.294  0.10
H  -0.897  1.807  2.643  0.09
H  0.035  0.317  2.663  0.07
H  -0.615  0.883  1.168  0.03

=====

# 2
ORCA calculation (the ωB97M-V functional and the def2-TZVPD basis) on a molecular structure, C20H35N4O9Ti in a non-equilibrium geometry.

As for the strongest force on any atom: 2.6 eV/Å. Its total energy is -68809.8881 eV. For the LUMO energy (alpha / beta), the calculation gives -1.382 / -1.383 eV. For the energy above the lowest of the compared OMol25 structures with the same formula, charge and spin, the calculation gives 12.4 kcal per mole. As for the expectation value of S²: 0.755. The frontier orbital gap (alpha / beta) is 5.2 / 6.2 eV. As for the spin multiplicity: 2. The HOMO energy (alpha / beta) is -0.243 / -0.280 Eh.

Last column: Löwdin charge in e.
Atoms and positions in Å:
Ti  0.444  0.075  -0.747  1.12
O  -1.457  1.177  2.714  -0.07
C  -0.998  0.160  3.583  -0.22
C  -1.366  -1.258  3.119  -0.16
N  -0.757  -1.692  1.865  -0.16
C  0.634  -2.082  2.015  -0.07
C  1.583  -0.884  1.827  -0.55
O  2.598  -0.799  2.479  0.09
O  1.160  -0.013  0.943  -0.14
C  -1.544  -2.586  1.039  -0.09
C  -1.350  -2.283  -0.466  -0.58
O  -2.208  -2.638  -1.254  0.06
O  -0.272  -1.635  -0.771  -0.12
H  -0.761  1.408  2.088  0.07
H  -1.500  0.332  4.538  0.12
H  0.078  0.240  3.749  0.12
H  -2.453  -1.298  3.010  0.12
H  -1.083  -1.935  3.942  0.12
H  0.916  -2.790  1.233  0.14
H  0.828  -2.542  2.990  0.13
H  -2.604  -2.475  1.265  0.12
H  -1.289  -3.644  1.188  0.14
N  -5.476  2.104  -1.733  0.18
C  -4.899  1.116  -0.755  -0.12
C  -3.375  1.255  -0.891  -0.28
N  -2.593  0.349  -0.116  0.07
H  -6.492  2.114  -1.766  0.17
H  -5.105  1.889  -2.660  0.17
H  -5.130  3.036  -1.494  0.17
H  -5.232  0.114  -1.024  0.13
H  -5.246  1.361  0.247  0.13
H  -3.090  2.277  -0.637  0.12
H  -3.124  1.101  -1.946  0.12
H  -2.820  -0.614  -0.325  0.06
H  -2.576  0.545  0.880  0.07
O  0.153  1.891  -0.453  -0.16
N  -0.460  2.008  -1.644  -0.48
O  -1.285  2.922  -1.884  -0.06
O  -0.603  0.774  -2.149  -0.18
C  3.813  1.621  0.427  -0.05
C  4.537  0.600  -0.456  -0.34
C  4.809  1.227  -1.832  -0.06
C  3.882  -0.769  -0.651  -0.13
C  4.528  -1.887  -0.148  -0.04
C  4.157  -3.165  -0.537  -0.08
C  3.239  -3.307  -1.560  -0.06
C  2.549  -2.218  -2.094  -0.12
C  1.811  -2.493  -3.413  -0.35
C  1.385  -1.266  -4.221  -0.06
C  0.624  -3.453  -3.275  -0.06
C  2.760  -0.956  -1.491  -0.25
O  1.933  0.095  -1.728  -0.16
H  4.428  2.521  0.507  0.08
H  3.657  1.220  1.423  0.07
H  2.852  1.894  0.001  0.06
H  5.504  0.394  0.011  0.13
H  3.868  1.493  -2.314  0.08
H  5.350  0.532  -2.477  0.08
H  5.408  2.132  -1.717  0.08
H  5.354  -1.748  0.538  0.12
H  4.651  -4.032  -0.117  0.10
H  3.066  -4.288  -1.988  0.11
H  2.566  -3.014  -4.013  0.13
H  0.552  -0.750  -3.755  0.06
H  1.071  -1.593  -5.215  0.08
H  2.210  -0.563  -4.339  0.09
H  -0.207  -2.967  -2.774  0.05
H  0.896  -4.349  -2.715  0.07
H  0.287  -3.763  -4.266  0.08

=====

# 3
ORCA calculation (the ωB97M-V functional and the def2-TZVPD basis) on a molecular structure, C20H36AuGeIO2P.

As for the strongest force on any atom: 0.4 eV/Å. Its total energy is -103019.6347 eV. Its net charge is -1. For the LUMO energy, the calculation gives 2.211 eV. For the energy above the lowest of the compared OMol25 structures with the same formula, charge and spin, the calculation gives 8.1 kcal per mole. The frontier orbital gap is 7.3 eV. As for the spin multiplicity: 1. The HOMO energy is -0.186 Eh.

Last column: Löwdin charge in e.
Atoms and positions in Å:
Au  0.154  -1.167  -0.181  0.73
C  -3.965  -0.654  -1.145  -0.24
Ge  -3.185  -1.855  0.190  0.66
C  -4.441  -3.376  0.265  -0.25
C  -3.297  -1.016  1.953  -0.24
C  -1.410  -2.469  -0.243  -0.55
H  -5.016  -0.459  -0.909  0.01
H  -3.912  -1.110  -2.139  0.02
H  -3.422  0.292  -1.172  -0.05
H  -5.460  -3.011  0.436  0.01
H  -4.180  -4.064  1.075  0.01
H  -4.429  -3.936  -0.676  0.01
H  -4.317  -0.670  2.151  0.01
H  -2.615  -0.164  2.011  -0.03
H  -3.019  -1.736  2.730  0.01
H  -1.473  -2.948  -1.234  -0.05
H  -1.192  -3.279  0.471  -0.05
C  -3.079  4.675  -0.523  -0.12
C  -3.123  3.229  -0.033  -0.56
C  -3.746  3.153  1.368  -0.13
P  -1.591  2.154  -0.114  1.06
C  -0.839  2.793  -1.697  -0.57
C  -1.609  2.164  -2.867  -0.14
C  0.654  2.491  -1.823  -0.12
C  -0.382  2.769  1.153  -0.56
C  -0.151  4.277  1.255  -0.11
C  -0.678  2.159  2.528  -0.13
H  -4.072  5.126  -0.402  0.07
H  -2.820  4.748  -1.580  0.06
H  -2.371  5.282  0.043  0.06
H  -3.798  2.683  -0.702  0.08
H  -3.187  3.769  2.079  0.06
H  -3.763  2.128  1.750  0.06
H  -4.776  3.525  1.352  0.07
H  -0.975  3.875  -1.732  0.08
H  -1.505  1.075  -2.844  0.07
H  -1.217  2.523  -3.824  0.07
H  -2.678  2.397  -2.836  0.06
H  0.894  1.453  -1.591  0.04
H  1.259  3.115  -1.160  0.07
H  0.982  2.690  -2.850  0.08
H  0.539  2.298  0.796  0.08
H  -1.000  4.772  1.735  0.06
H  0.005  4.738  0.276  0.06
H  0.735  4.483  1.865  0.08
H  -1.550  2.623  2.997  0.06
H  0.175  2.296  3.199  0.08
H  -0.869  1.087  2.448  0.04
I  3.278  -1.520  6.680  0.79
C  3.138  -0.950  4.667  -0.74
C  1.928  -1.082  4.008  -0.15
C  1.848  -0.704  2.671  -0.05
C  2.952  -0.195  2.000  -0.13
C  4.154  -0.070  2.692  -0.02
C  4.262  -0.449  4.024  -0.16
C  2.911  0.275  0.547  -0.62
O  3.933  0.797  0.107  0.01
O  1.819  0.137  -0.116  -0.27
H  1.056  -1.469  4.520  0.09
H  0.909  -0.816  2.141  0.05
H  5.003  0.337  2.158  0.11
H  5.201  -0.352  4.551  0.08